1.
Density functional theory data (wB97M-V/def2-TZVPD) for a 3-piece molecular cluster, C31H52ClN7O2 overall at a distorted geometry.

Calculated values
Lowest unoccupied orbital energy (alpha / beta) in eV: -0.3 / -0.3
Multiplicity: 3
Orbital gap (alpha / beta) in eV: 7.813 / 8.818

Each line ends with the Mulliken charge.
Cartesian coordinates (Å):
N (8.37924, -2.63701, 1.47521)  -0.697
C (8.07722, -1.64661, 2.20397)  0.473
N (8.20901, -1.66086, 3.62386)  -0.649
N (7.66395, -0.45555, 1.60894)  -0.217
C (6.59457, 0.32400, 2.25253)  -0.445
C (6.29296, 1.54479, 1.39690)  -0.781
C (5.40725, 2.62999, 2.04887)  -0.834
C (4.64728, 2.21353, 3.30100)  -0.944
C (3.48330, 1.29950, 3.03010)  0.640
C (3.15034, 0.27980, 3.97113)  -0.332
N (2.17062, -0.54610, 3.81830)  -0.613
C (1.43883, -0.39409, 2.68155)  0.372
C (0.35617, -1.26113, 2.42610)  -0.543
C (-0.39795, -1.11734, 1.29285)  -0.505
C (-0.08857, -0.08758, 0.37711)  0.520
Cl (-1.06115, 0.09831, -1.03950)  -0.194
C (0.95667, 0.76379, 0.58970)  -0.893
C (1.74368, 0.61815, 1.75284)  0.182
N (2.79166, 1.46436, 1.94772)  -0.334
H (8.76978, -3.37185, 2.05620)  0.294
H (7.35438, -2.00304, 4.04505)  0.259
H (8.39916, -0.73581, 3.98694)  0.309
H (7.39587, -0.67435, 0.65676)  0.293
H (6.95439, 0.64360, 3.22711)  0.127
H (5.69191, -0.28289, 2.37836)  0.375
H (7.25489, 1.97818, 1.12539)  0.389
H (5.84181, 1.21111, 0.46146)  0.334
H (6.03004, 3.48919, 2.29383)  0.408
H (4.69254, 2.97659, 1.30805)  0.355
H (5.29578, 1.77240, 4.05431)  0.320
H (4.23674, 3.11843, 3.75820)  0.474
H (3.74872, 0.18823, 4.87051)  0.389
H (0.12036, -2.04345, 3.13225)  0.445
H (-1.22914, -1.77067, 1.07679)  0.427
H (1.20678, 1.54868, -0.10814)  0.592
C (-1.33073, 2.75132, -7.38721)  -1.795
C (0.19864, 2.79372, -7.18128)  1.783
C (0.86925, 1.59607, -7.85797)  -1.289
C (0.63022, 0.27257, -7.13181)  -0.506
C (1.02025, 0.37856, -5.65772)  -1.268
C (0.34797, 1.54851, -4.93751)  1.805
N (0.55566, 2.80211, -5.72769)  0.463
O (1.70865, 3.32274, -5.51363)  -0.616
C (-1.14553, 1.25870, -4.72049)  -1.720
C (0.96685, 1.73617, -3.55966)  -1.875
C (0.70273, 4.08828, -7.80673)  -1.892
H (-1.59396, 3.26915, -8.30890)  0.488
H (-1.72465, 1.74048, -7.47400)  0.313
H (-1.85099, 3.25353, -6.57210)  0.321
H (1.94706, 1.77848, -7.91104)  0.394
H (0.50877, 1.53427, -8.88759)  0.362
H (-0.41382, -0.03727, -7.22860)  0.301
H (1.22321, -0.51104, -7.60685)  0.400
H (0.76864, -0.54481, -5.13108)  0.400
H (2.10599, 0.49640, -5.58674)  0.408
H (-1.65571, 2.13776, -4.32446)  0.360
H (-1.24917, 0.45443, -3.99228)  0.324
H (-1.66631, 0.93570, -5.61717)  0.301
H (2.04731, 1.85455, -3.61107)  0.442
H (0.75688, 0.86652, -2.93873)  0.303
H (0.55338, 2.61355, -3.05915)  0.497
H (0.26659, 4.95678, -7.31109)  0.443
H (0.41058, 4.10734, -8.85690)  0.456
H (1.78532, 4.17330, -7.75602)  0.380
C (-7.15259, -1.56286, 2.39049)  -1.889
C (-5.61808, -1.41434, 2.47270)  1.935
C (-4.92548, -2.63889, 1.87100)  -0.756
C (-5.02746, -3.88826, 2.74533)  -0.521
C (-4.54057, -3.60328, 4.16603)  -1.224
C (-5.23286, -2.40266, 4.81386)  1.619
N (-5.15917, -1.23213, 3.88527)  0.474
O (-4.02595, -0.63370, 3.95412)  -0.611
C (-6.68600, -2.74655, 5.17689)  -1.684
C (-4.52745, -2.03321, 6.11264)  -1.844
C (-5.24143, -0.16926, 1.68145)  -1.908
H (-7.51225, -1.16137, 1.44383)  0.496
H (-7.48775, -2.59728, 2.43797)  0.305
H (-7.64429, -1.00599, 3.18756)  0.331
H (-3.86733, -2.40376, 1.71547)  -0.128
H (-5.35405, -2.82926, 0.88427)  0.389
H (-6.05389, -4.26401, 2.76253)  0.310
H (-4.42182, -4.68440, 2.30850)  0.406
H (-4.69407, -4.47820, 4.80166)  0.392
H (-3.46210, -3.41772, 4.14003)  0.329
H (-7.21846, -1.85701, 5.51539)  0.360
H (-6.68895, -3.46855, 5.99359)  0.444
H (-7.24973, -3.19329, 4.36322)  0.287
H (-3.46400, -1.86112, 5.96571)  0.374
H (-4.64503, -2.85145, 6.82357)  0.422
H (-4.96167, -1.13327, 6.54961)  0.449
H (-5.69272, 0.72515, 2.11336)  0.457
H (-5.60242, -0.27357, 0.65795)  0.455
H (-4.16460, -0.02185, 1.63917)  0.350

Force components x, y, z for each atom (eV/Å):
-0.2 -0.1 -0.1
0.2 0.0 0.0
0.0 0.2 -0.2
-0.6 -0.1 0.2
0.4 0.0 -0.3
0.0 0.0 0.0
0.3 -0.1 -0.1
-0.3 0.3 -0.1
0.3 -0.1 0.3
0.3 0.2 0.2
-0.2 -0.2 0.0
-0.2 -0.1 -0.1
-0.3 -0.1 -0.3
0.2 0.1 0.0
0.2 0.0 0.3
-0.2 -0.1 0.0
0.0 0.0 0.0
-0.1 -0.1 -0.1
-0.2 0.0 -0.3
0.0 0.0 0.0
0.1 -0.1 0.1
-0.1 0.0 0.0
0.3 0.1 -0.2
-0.1 0.0 0.1
-0.1 0.0 0.2
0.0 0.1 -0.1
-0.1 -0.1 0.0
0.0 0.0 0.1
-0.1 0.1 0.0
0.1 -0.1 0.0
0.0 0.0 0.1
0.1 0.0 0.1
0.1 0.0 0.1
-0.1 -0.1 0.1
0.0 0.0 -0.1
0.0 0.0 0.1
-0.7 0.2 -0.3
0.2 -0.2 0.0
0.0 0.1 0.1
0.2 -0.1 -0.3
-0.7 -0.2 0.5
0.9 -0.5 -0.3
-0.1 0.3 0.2
0.0 0.1 -0.1
0.3 0.1 0.1
0.2 0.1 0.0
0.1 0.0 0.0
0.0 0.0 0.0
0.0 0.0 0.0
0.0 0.1 0.1
0.0 0.0 0.0
0.0 0.0 0.0
0.0 0.0 0.0
0.0 0.0 0.0
0.0 0.1 0.0
0.0 0.0 0.0
0.1 0.0 0.0
0.0 0.0 0.0
0.0 0.1 -0.1
-0.1 0.0 -0.1
0.0 0.0 0.0
0.0 0.0 0.0
-0.1 0.0 0.0
0.0 0.0 0.1
0.0 0.0 0.1
-0.8 0.2 -0.3
0.2 -0.2 0.0
0.0 0.1 0.1
0.1 -0.1 -0.3
-0.6 -0.2 0.5
0.9 -0.5 -0.3
-0.1 0.3 0.1
0.0 0.0 -0.1
0.2 0.1 0.1
0.2 0.2 -0.1
0.1 0.0 0.0
0.0 0.0 0.0
0.0 0.0 0.0
0.0 0.1 0.1
0.0 0.0 0.0
0.0 0.0 0.0
0.0 0.0 0.0
0.0 0.0 0.0
0.0 0.1 0.0
0.0 0.0 0.0
0.1 0.0 0.0
0.0 0.0 0.0
0.0 0.0 0.0
0.0 0.0 0.0
0.0 0.0 0.0
0.0 0.0 0.0
-0.1 -0.1 0.0
0.0 0.0 0.1

2.
Density functional theory data (wB97M-V/def2-TZVPD) for C31H53BrFeNO3P3 as an isolated structure at a distorted geometry.

Calculated values
Relative energy (zero: lowest compared OMol25 entry of this formula, charge and spin) in kJ/mol: 0.0
Charge: +2
Lowest unoccupied orbital energy (alpha / beta) in eV: -5.9 / -9.1
Multiplicity: 5
Orbital gap (alpha / beta) in eV: 7.579 / 4.145

Each line ends with the Mulliken charge.
Cartesian coordinates (Å):
C (4.64020, -3.29824, -0.17722)  -0.354
C (4.27384, -3.12545, -1.53893)  0.653
C (5.03402, -3.79504, -2.51445)  -0.566
C (6.03354, -4.68673, -2.08965)  -0.387
N (6.32114, -4.88352, -0.80707)  -0.535
C (5.65908, -4.21260, 0.12914)  -0.399
C (3.26182, -2.20092, -1.96546)  -0.709
C (2.66887, -1.16089, -1.35974)  1.377
C (2.57794, -0.14616, -0.38478)  -0.059
C (1.37549, -0.04843, 0.35332)  -0.566
C (0.92377, 1.20729, 0.73923)  1.025
C (1.63202, 2.35139, 0.31431)  -0.841
C (2.97014, 2.22480, -0.11118)  -0.535
C (3.47250, 0.96519, -0.41981)  -0.760
Fe (2.18492, -1.24966, -3.11378)  -0.626
P (-1.93595, -1.04099, 0.35021)  0.794
H (4.91303, -3.58830, -3.58034)  0.372
H (4.18976, -2.70972, 0.62033)  0.421
H (6.61348, -5.26208, -2.81552)  0.376
H (5.93611, -4.39532, 1.16788)  0.379
H (4.50702, 0.81840, -0.73958)  0.566
H (0.78475, -0.94732, 0.54571)  0.949
H (3.58012, 3.11799, -0.20318)  0.601
H (0.01882, 1.29697, 1.35774)  -0.278
C (-3.31855, 0.00457, -0.30325)  -0.046
C (-4.20463, -0.54018, -1.42320)  -1.323
H (-2.80045, 0.91416, -0.65251)  0.512
H (-3.92676, 0.30896, 0.56470)  -0.126
H (-5.08294, 0.11208, -1.52441)  0.451
H (-3.68469, -0.53252, -2.39071)  0.185
H (-4.57380, -1.55366, -1.22138)  0.302
C (-1.50175, -2.13354, -1.07666)  0.847
C (-0.93023, -3.49216, -0.68513)  -1.563
H (-0.73233, -1.56428, -1.62685)  -1.164
H (-2.37419, -2.23678, -1.74001)  0.639
H (-0.50990, -3.97897, -1.57400)  0.453
H (-0.11773, -3.40378, 0.05039)  0.322
H (-1.69882, -4.16327, -0.28002)  0.359
C (-2.79233, -2.18770, 1.52426)  -0.315
C (-4.03895, -2.90443, 1.02190)  -1.474
H (-3.01597, -1.58541, 2.41944)  -0.055
H (-2.03069, -2.92238, 1.82844)  0.508
H (-4.34057, -3.65886, 1.76142)  0.443
H (-4.88728, -2.22102, 0.89559)  0.316
H (-3.87217, -3.43430, 0.07494)  0.342
Br (0.83359, 4.00997, 0.29797)  -0.026
P (1.00805, 0.72010, -4.81392)  0.090
C (-0.35174, -0.50668, -4.44524)  0.371
C (-1.62527, -0.15293, -5.22277)  -1.397
H (-0.54572, -0.52794, -3.36020)  -0.360
H (0.01852, -1.49978, -4.75759)  0.486
H (-2.45603, -0.79679, -4.91206)  0.389
H (-1.93608, 0.88621, -5.06628)  0.325
H (-1.48855, -0.29145, -6.30136)  0.379
C (0.38272, 2.17925, -3.86415)  0.096
C (1.15250, 3.46828, -4.15586)  -1.215
H (0.44460, 1.92995, -2.79369)  -0.155
H (-0.67174, 2.28753, -4.13719)  0.345
H (0.94377, 4.21891, -3.38120)  0.323
H (2.23789, 3.31333, -4.19085)  0.303
H (0.84921, 3.89042, -5.12173)  0.374
C (2.53580, 0.62773, -3.74056)  0.095
C (3.64551, -0.26526, -4.31808)  -1.311
H (2.07660, 0.36388, -2.70436)  -0.180
H (2.93607, 1.63203, -3.54208)  0.504
H (3.54660, -1.38164, -4.14651)  0.569
H (3.66770, -0.11845, -5.41106)  0.464
H (4.62754, 0.00845, -3.90605)  0.433
C (1.36561, 3.28399, 3.77870)  -0.653
C (0.94542, 2.29354, 4.82844)  -0.340
O (-0.10052, 1.34836, 4.40489)  -0.448
P (-1.29334, 1.62602, 3.31898)  0.867
O (-1.85253, 3.07593, 3.75126)  -0.451
C (-1.95985, 3.59236, 5.13094)  -0.346
C (-2.19721, 2.55745, 6.18840)  -0.923
O (-2.51679, 0.60949, 3.77522)  -0.372
C (-3.92116, 0.99233, 3.60835)  0.194
C (-4.71907, -0.03554, 4.35838)  -1.248
H (1.69966, 2.78557, 2.86484)  -0.027
H (2.21139, 3.86157, 4.16374)  0.457
H (0.56804, 3.99140, 3.52724)  0.261
H (1.79385, 1.65038, 5.09748)  0.389
H (0.60549, 2.79350, 5.74692)  0.251
H (-1.04722, 4.16495, 5.33036)  0.248
H (-2.79869, 4.29422, 5.08612)  0.415
H (-1.39382, 1.81318, 6.22202)  0.302
H (-2.21753, 3.06762, 7.15694)  0.410
H (-3.16435, 2.06372, 6.05513)  0.201
H (-4.08711, 2.00207, 4.01123)  0.499
H (-4.17053, 0.99636, 2.53592)  -0.083
H (-4.42622, -0.05764, 5.41367)  0.308
H (-5.78111, 0.21429, 4.29939)  0.407
H (-4.57571, -1.03748, 3.94014)  0.268

Force components x, y, z for each atom (eV/Å):
0.1 -0.2 -0.6
1.4 -1.0 -0.1
0.3 -0.3 0.5
-0.3 0.4 -0.1
0.1 -0.4 -0.1
-0.6 0.7 -0.3
-1.1 2.1 3.6
2.7 -3.8 -0.3
-0.6 1.4 0.8
0.6 0.6 -0.3
0.2 0.4 -0.1
0.8 -1.5 0.2
-0.4 -0.2 0.3
-0.7 -0.4 0.0
-2.2 -1.4 -1.1
-2.2 -1.0 -0.2
-0.2 -0.3 0.3
-0.2 -0.2 -0.2
-0.1 0.2 0.2
0.0 0.1 -0.3
-0.4 0.1 -0.2
0.2 0.3 -0.1
0.0 -0.1 -0.1
0.4 0.1 -0.8
0.6 0.9 0.2
-0.2 -0.2 -0.2
-0.4 -0.1 0.1
0.3 -0.2 -0.2
0.3 -0.1 0.0
-0.1 -0.1 0.3
0.1 0.3 -0.1
0.7 0.4 -0.1
0.1 -0.3 0.0
-0.3 -0.2 0.0
0.2 0.1 0.3
-0.1 0.1 0.2
-0.2 0.0 -0.1
0.2 0.2 -0.1
0.8 0.2 0.7
-0.4 -0.1 -0.2
0.1 -0.2 -0.2
-0.2 0.2 0.0
0.1 0.2 -0.1
0.2 -0.1 0.0
-0.1 0.1 0.2
-0.4 0.8 0.2
-0.4 2.0 -1.8
1.0 -0.5 1.0
-0.1 0.1 -0.3
-0.1 -0.1 -0.2
-0.3 0.1 0.1
0.2 0.1 0.0
0.1 -0.2 0.0
0.1 0.0 0.2
-0.2 -0.2 0.0
-0.2 0.2 -0.1
-0.2 0.1 -0.1
0.1 0.1 0.2
0.1 -0.2 -0.2
-0.2 0.1 0.0
0.1 -0.1 0.2
-0.3 -0.1 -0.1
0.9 1.1 -0.9
0.6 0.8 0.0
-0.5 -0.3 -0.2
0.7 0.1 -0.7
0.0 -0.2 0.4
-0.3 -0.3 -0.1
0.0 0.3 -0.2
0.2 -0.5 0.2
-0.8 -0.2 -1.0
-0.9 0.6 2.1
0.2 -0.5 -0.4
0.0 0.4 -0.3
0.0 -0.3 0.4
1.1 0.6 -0.2
0.3 0.1 0.0
-0.2 -0.2 0.2
0.0 0.0 0.2
-0.1 -0.1 0.0
0.1 -0.1 0.0
-0.3 0.1 -0.1
-0.1 -0.2 -0.3
-0.2 -0.1 -0.1
0.2 -0.1 -0.1
-0.4 0.1 0.1
0.0 0.0 -0.1
0.2 0.0 0.1
0.1 -0.3 -0.2
0.1 0.1 0.3
-0.1 0.0 -0.2
0.1 0.0 0.0
0.0 0.2 0.1